DFT (the ωB97M-V functional and the def2-TZVPD basis) results for C5H8O in the gas phase.

Geometry as XYZ:
```
14
Properties=species:S:1:pos:R:3:forces:R:3
C -1.3938 0.5398 -0.7253 -0.120 0.059 -0.143
C -0.8032 -0.3364 0.3500 -0.028 -0.122 0.105
C 0.4512 -1.1078 -0.0641 0.019 -0.056 -0.048
C 1.5423 -0.0845 0.2491 0.169 -0.211 0.008
O 0.9654 1.1608 -0.1372 0.000 0.092 -0.077
C -0.3873 1.0991 0.2365 -0.188 0.131 0.167
H -1.1068 0.3321 -1.7519 0.085 0.106 0.138
H -2.4169 0.8850 -0.6026 0.139 -0.066 0.004
H -1.4087 -0.6972 1.1756 0.060 0.060 -0.171
H 0.4393 -1.3011 -1.1420 0.002 -0.073 0.126
H 0.5709 -2.0634 0.4520 -0.007 0.168 0.045
H 2.4760 -0.2160 -0.3036 -0.146 0.014 0.011
H 1.7667 -0.0811 1.3269 -0.021 0.037 -0.127
H -0.6950 1.8707 0.9365 0.036 -0.139 -0.038
```
Forces are in eV/Å.

Computed properties:
* ΔE to the lowest compared entry with this formula, charge and spin: 34.4 kcal per mole
* orbital gap: 0.389 Ha
* SMILES: C1C[C@@H]2C[C@@H]2O1

Atom charges from the Mulliken analysis, given in e for atoms 1 to 4: atom 1 (C): -0.770, atom 2 (C): -0.104, atom 3 (C): -0.593, atom 4 (C): -0.414


DFT (the ωB97M-V functional and the def2-TZVPD basis) results for C6H6N4O2 in the gas phase in a non-equilibrium geometry.

Geometry as XYZ:
```
18
Properties=species:S:1:pos:R:3:forces:R:3
C -1.8701 -1.6900 0.2413 -2.238 -0.927 2.602
C 0.2862 -0.5843 0.1347 -2.055 7.991 1.162
C 2.2834 -1.2638 -0.3957 -0.374 2.034 1.513
C 1.2394 0.5528 0.4556 -5.276 1.357 -1.779
C 0.7470 2.0610 0.0755 -3.518 -2.194 -0.023
C -1.6202 0.8942 -0.0548 -2.000 0.116 -2.673
H -2.0751 -2.3494 -0.6931 0.030 1.588 1.530
H -1.1572 -2.3275 0.9182 -1.361 1.247 -1.325
H -2.8773 -1.4655 0.9806 2.666 -0.782 -2.592
H 3.1531 -1.9306 -0.7360 -1.775 1.268 0.828
H 3.2651 0.8725 0.4081 -2.502 -3.541 -1.821
H -1.2250 2.8664 -0.6538 1.726 -2.531 0.697
N -1.2032 -0.4158 -0.0183 5.239 -0.778 1.207
N 0.9387 -1.5438 -0.2819 4.734 -4.983 -2.477
N 2.4228 0.1061 0.0863 4.016 -0.076 0.287
N -0.6704 1.9236 -0.4995 0.204 0.567 2.006
O 1.1878 3.1640 0.1509 1.192 -0.706 0.078
O -2.8250 1.1302 -0.1181 1.292 0.348 0.781
```
Forces are in eV/Å.

Computed properties:
* ΔE to the lowest compared entry with this formula, charge and spin: 80.6 kcal per mole
* orbital gap: 0.323 Ha
* SMILES: Cn1c(=O)[nH]c(=O)c2[nH]cnc21

Atom charges from the Mulliken analysis, given in e for atoms 1 to 4: atom 1 (C): -0.773, atom 2 (C): 0.538, atom 3 (C): -0.364, atom 4 (C): -0.140


DFT (the ωB97M-V functional and the def2-TZVPD basis) results for a 5-piece molecular cluster, C27H50N5O2 overall in a non-equilibrium geometry.

Geometry as XYZ:
```
84
Properties=species:S:1:pos:R:3:forces:R:3
C -1.7528 3.7180 -4.6319 0.135 -0.009 0.162
C -1.1279 2.6207 -3.7784 0.088 0.137 -0.059
O -0.7671 3.1780 -2.5262 -0.160 -0.086 0.118
C -0.5831 2.2020 -1.4923 0.059 0.280 -0.323
C -0.3786 2.9707 -0.1928 -0.047 -0.102 0.167
C 1.0696 3.0269 0.2961 0.236 0.035 0.055
C 1.1252 3.6977 1.6644 0.073 0.219 -0.022
C 2.0024 3.7805 -0.6599 0.113 -0.219 -0.098
N 1.5114 1.5959 0.4777 -1.063 -0.157 -0.251
O 1.2127 1.1049 1.6184 0.402 0.001 0.124
C 1.3350 0.6324 -0.6835 0.282 0.207 0.088
C 0.5606 -0.5907 -0.2136 0.004 -0.140 -0.066
C 2.7267 0.2118 -1.1617 0.091 0.056 0.004
C 0.5981 1.2975 -1.8531 -0.003 -0.065 0.037
H -1.4394 3.6312 -5.6719 -0.129 -0.034 -0.045
H -2.8398 3.7123 -4.5722 -0.010 0.031 -0.024
H -1.3993 4.6780 -4.2561 0.010 0.031 -0.062
H -0.2374 2.2257 -4.2798 -0.030 -0.126 0.028
H -1.8288 1.7917 -3.6157 0.031 -0.042 -0.073
H -1.5135 1.6221 -1.4396 0.055 -0.079 0.101
H -0.7767 3.9783 -0.3157 0.026 0.027 -0.008
H -0.9583 2.5103 0.6105 -0.024 -0.035 -0.033
H 0.2827 3.4190 2.2887 0.076 -0.115 0.079
H 2.0569 3.4599 2.1767 -0.005 -0.038 0.006
H 1.0831 4.7782 1.5246 -0.088 -0.007 -0.003
H 1.9244 4.8491 -0.4675 0.003 0.006 -0.011
H 3.0372 3.4722 -0.5006 0.023 0.091 0.087
H 1.7665 3.6267 -1.7079 -0.046 0.014 -0.032
H -0.4462 -0.3395 0.1217 -0.003 0.039 0.012
H 1.0763 -1.0988 0.5961 -0.025 0.017 0.045
H 0.4889 -1.2850 -1.0530 -0.036 0.011 -0.009
H 3.1527 -0.5472 -0.5047 0.017 0.021 0.020
H 2.6794 -0.1854 -2.1771 -0.044 -0.116 0.045
H 3.4004 1.0688 -1.1758 -0.013 0.030 -0.029
H 0.2764 0.4828 -2.5050 -0.024 0.046 -0.058
H 1.2932 1.8926 -2.4434 0.062 0.000 0.013
C -1.9409 1.3044 4.2519 0.036 0.053 -0.041
C -2.8566 2.2879 4.9655 0.030 -0.011 0.016
C -3.6935 3.1314 3.9952 0.014 0.041 0.080
C -2.8362 3.9183 3.1084 0.043 -0.114 -0.145
N -2.1206 4.4718 2.4010 -0.097 0.129 0.046
H -1.2297 1.8266 3.6075 -0.010 -0.010 -0.022
H -1.3662 0.7143 4.9624 -0.070 0.000 0.006
H -2.5150 0.6161 3.6266 -0.002 -0.006 0.007
H -2.2678 2.9597 5.5934 0.000 -0.010 0.011
H -3.5417 1.7559 5.6278 -0.019 0.008 -0.010
H -4.3526 3.8155 4.5317 -0.008 -0.013 0.000
H -4.3201 2.4898 3.3720 0.000 0.006 -0.006
C 2.3349 -3.5011 4.1928 0.000 -0.050 -0.027
C 1.9548 -2.3381 3.2877 -0.004 -0.052 0.050
C 1.9012 -0.9961 4.0261 -0.030 -0.011 -0.076
C 0.8940 -1.0055 5.0860 -0.085 -0.006 -0.006
N 0.0598 -1.0248 5.8758 0.100 -0.065 0.065
H 1.5983 -3.6369 4.9881 0.009 0.020 0.013
H 2.3855 -4.4253 3.6180 0.015 -0.002 0.007
H 3.3082 -3.3384 4.6613 -0.004 0.016 0.006
H 0.9859 -2.5307 2.8243 0.010 -0.003 -0.022
H 2.6771 -2.2484 2.4744 -0.005 0.040 -0.003
H 1.6385 -0.1948 3.3329 0.076 0.027 0.007
H 2.8714 -0.7605 4.4685 -0.016 0.017 0.018
C 1.0566 -8.3111 3.5001 0.008 0.001 0.013
C 0.2145 -7.2995 4.2646 0.020 0.001 -0.009
C -0.7303 -6.5057 3.3549 -0.015 -0.015 0.026
C 0.0004 -5.7350 2.3484 0.025 0.077 0.002
N 0.6020 -5.1200 1.5882 -0.017 -0.030 -0.034
H 1.7010 -7.8158 2.7723 -0.007 0.000 -0.007
H 1.6929 -8.8773 4.1796 0.003 0.000 -0.004
H 0.4257 -9.0214 2.9619 -0.003 0.001 0.000
H 0.8599 -6.5994 4.7987 -0.001 -0.001 0.004
H -0.3944 -7.8056 5.0155 -0.011 0.008 0.000
H -1.3314 -5.8054 3.9369 -0.012 -0.010 -0.006
H -1.4176 -7.1770 2.8357 0.002 0.001 0.004
C -0.5034 1.7367 -8.6283 0.011 0.007 -0.009
C -1.1383 0.3894 -8.9408 0.035 0.008 0.011
C -1.5380 -0.3791 -7.6767 -0.037 -0.010 -0.021
C -0.3949 -0.6756 -6.8116 0.040 -0.017 0.073
N 0.5025 -0.9085 -6.1339 -0.023 0.050 -0.027
H 0.4212 1.6139 -8.0623 -0.010 -0.001 0.016
H -0.2646 2.2770 -9.5438 -0.003 0.000 0.000
H -1.1806 2.3585 -8.0390 0.004 0.008 -0.001
H -0.4536 -0.2234 -9.5298 0.001 -0.001 0.002
H -2.0381 0.5280 -9.5424 -0.008 -0.012 0.004
H -2.0160 -1.3265 -7.9300 -0.016 0.012 -0.003
H -2.2553 0.2027 -7.0932 -0.001 -0.010 0.005
```
Forces are in eV/Å.

Computed properties:
* spin multiplicity: 2
* orbital gap (spin up / spin down): 0.315 / 0.361 Ha

Atom charges from the Mulliken analysis, given in e for atoms 1 to 4: atom 1 (C): -1.127, atom 2 (C): -0.163, atom 3 (O): -0.391, atom 4 (C): 0.567


no.,molar mass (g/mol)
1,84.1
2,166.1
3,476.7